Version A
A 3-piece molecular cluster, C4H13O3S2 overall, computed with ωB97M-V/def2-TZVPD.

E_LUMO   3.1 eV
Gap between HOMO and LUMO   5.87 eV

```
! RIJCOSX wB97M-V def2-TZVPD def2/J DEFGRID3
* xyz -1 1
O -0.540 -2.039 1.575
H -0.534 -1.067 1.869
C 1.946 0.482 0.928
S 1.698 -0.875 -0.159
O 1.522 -0.285 -1.624
C 3.350 -1.518 -0.046
H 2.358 1.252 0.382
H 2.546 0.092 1.754
H 0.859 0.713 1.398
H 3.127 -2.133 1.018
H 4.037 -0.601 0.014
H 3.334 -2.232 -0.927
C -2.253 1.175 0.759
S -2.645 -0.202 -0.462
O -4.147 -0.284 -0.610
C -2.105 0.718 -1.957
H -1.734 0.514 1.414
H -3.174 1.503 1.039
H -1.689 1.998 0.260
H -2.585 0.234 -2.627
H -1.007 0.861 -2.195
H -2.363 1.694 -1.803
*
```



Version B
A 3-piece molecular cluster, C4H13O3S2 overall, computed with ωB97M-V/def2-TZVPD.

E_LUMO   3.1 eV
Gap between HOMO and LUMO   5.73 eV

```
! RIJCOSX wB97M-V def2-TZVPD def2/J DEFGRID3
* xyz -1 1
O -2.386 0.915 -0.059
H -1.330 0.812 0.107
C 1.312 1.700 1.181
S 0.236 2.719 0.066
O 0.502 4.220 0.281
C 0.998 2.271 -1.476
H 2.161 2.228 1.117
H 1.537 0.763 0.872
H 1.119 1.730 2.248
H 0.841 1.269 -1.762
H 2.136 2.333 -1.309
H 0.799 3.066 -2.180
C -0.391 -2.167 1.360
S -0.353 -1.558 -0.377
O 0.943 -1.931 -1.023
C -1.600 -2.837 -0.892
H 0.090 -1.231 2.013
H 0.105 -3.156 1.365
H -1.354 -1.927 1.609
H -2.532 -2.781 -0.374
H -1.100 -3.659 -0.781
H -1.733 -2.779 -1.987
*
```



Q: Which of them is the least stable? A: version A.



Version A
An isolated ion of composition C4H10N2OS and charge -2, computed with ωB97M-V/def2-TZVPD.

E_LUMO   6.1 eV
Gap between HOMO and LUMO   5.67 eV

```
! RIJCOSX wB97M-V def2-TZVPD def2/J DEFGRID3
* xyz -2 1
N -0.528 -2.025 1.287
C -0.670 -1.540 -0.128
C -0.405 -0.040 -0.307
C 0.161 0.246 -1.710
S -0.754 -0.565 -3.125
N 0.567 0.415 0.732
C 0.526 1.930 1.021
O 1.506 2.348 1.823
H -0.870 -1.235 1.828
H 0.472 -2.015 1.451
H -1.711 -1.816 -0.291
H -0.027 -2.120 -0.772
H -1.233 0.649 -0.136
H 1.197 -0.109 -1.800
H 0.123 1.309 -1.891
H 1.511 0.195 0.445
H 0.588 2.406 0.018
H -0.453 1.967 1.555
*
```



Version B
An isolated ion of composition C4H10N2OS and charge -2, computed with ωB97M-V/def2-TZVPD.

E_LUMO   6.0 eV
Gap between HOMO and LUMO   5.39 eV

```
! RIJCOSX wB97M-V def2-TZVPD def2/J DEFGRID3
* xyz -2 1
N -0.909 -1.277 1.209
C -0.335 -1.022 -0.120
C -0.205 0.451 -0.382
C -1.480 1.181 0.079
S -2.972 0.275 -0.404
N 1.006 0.944 0.183
C 2.230 0.476 -0.577
O 3.472 0.621 -0.053
H -1.940 -1.358 1.146
H -0.579 -2.062 1.747
H 0.583 -1.701 -0.074
H -1.063 -1.445 -0.908
H -0.149 0.563 -1.501
H -1.405 1.391 1.151
H -1.440 2.209 -0.337
H 1.015 0.447 1.091
H 2.104 1.001 -1.569
H 2.066 -0.691 -0.681
*
```



Q: Which of them is the least stable? A: version B.



Version A
One molecule with the formula C5H8N2, computed with ωB97M-V/def2-TZVPD.

E_LUMO (alpha / beta)   1.0 / -1.4 eV
Gap between HOMO and LUMO (alpha / beta)   6.56 / 8.77 eV

```
! RIJCOSX wB97M-V def2-TZVPD def2/J DEFGRID3
* xyz 0 3
C -1.242 -1.016 0.759
C -1.255 -1.058 -0.774
C 0.599 0.882 0.040
C 2.153 0.522 -0.039
C -0.104 -0.473 -0.091
N 2.294 -0.893 0.012
N 1.314 -1.573 0.018
H -1.723 -0.379 1.510
H -1.107 -2.093 1.175
H -1.064 -1.892 -1.395
H -1.982 -0.283 -1.179
H 0.473 1.508 0.860
H 0.458 1.440 -0.784
H 2.680 0.918 -1.050
H 2.564 1.103 0.851
*
```



Version B
C5H8N2 as an isolated structure, computed with ωB97M-V/def2-TZVPD.

E_LUMO (alpha / beta)   0.8 / -2.7 eV
Gap between HOMO and LUMO (alpha / beta)   6.63 / 7.60 eV

```
! RIJCOSX wB97M-V def2-TZVPD def2/J DEFGRID3
* xyz 0 3
C 2.245 -0.160 -0.227
C 0.257 -1.041 1.035
C -0.407 -0.097 0.105
C -1.235 -0.459 -1.027
C -0.444 1.414 0.400
N 3.005 0.707 -0.299
N 1.228 -0.942 -0.142
H 0.666 -0.576 1.952
H -0.082 -2.051 1.071
H -2.231 -0.046 -1.116
H -1.247 -1.591 -1.079
H -0.502 -0.132 -1.857
H 0.617 1.740 0.470
H -0.980 1.455 1.331
H -0.890 1.779 -0.614
*
```



Q: Which of them is the least stable? A: version A.



Version A
A 2-piece molecular cluster, C3H9NO3 overall, computed with ωB97M-V/def2-TZVPD.

E_LUMO (alpha / beta)   -3.5 / -9.2 eV
Gap between HOMO and LUMO (alpha / beta)   11.27 / 5.54 eV

```
! RIJCOSX wB97M-V def2-TZVPD def2/J DEFGRID3
* xyz 1 2
C -0.991 -1.565 -0.109
N -1.404 -0.280 0.384
C -0.539 0.711 0.878
O -1.180 1.853 1.021
O 0.579 0.442 1.171
C -0.370 -1.332 -1.508
H -1.890 -2.180 -0.137
H -0.250 -1.950 0.585
H -2.366 0.018 0.186
H -0.530 2.534 1.263
H -0.211 -2.322 -1.947
H -1.004 -0.737 -2.183
H 0.624 -0.868 -1.414
H 3.337 -0.052 -0.480
H 2.160 0.626 -1.143
O 2.885 0.017 -1.328
*
```



Version B
A 2-piece molecular cluster, C3H9NO3 overall, computed with ωB97M-V/def2-TZVPD.

E_LUMO (alpha / beta)   -3.6 / -9.3 eV
Gap between HOMO and LUMO (alpha / beta)   9.90 / 4.21 eV

```
! RIJCOSX wB97M-V def2-TZVPD def2/J DEFGRID3
* xyz 1 2
C -0.477 -1.788 0.793
C -1.703 -2.589 0.492
O -1.851 -2.425 -0.974
C -0.531 -0.379 0.153
N 0.615 0.274 0.219
O -1.562 -0.014 -0.409
H 0.330 -2.297 0.202
H -0.119 -2.022 1.870
H -1.593 -3.578 0.852
H -2.647 -2.281 0.817
H -2.522 -1.704 -1.013
H 0.753 1.127 -0.419
H 1.377 0.138 0.878
H 3.292 6.611 -1.278
H 3.051 5.162 -1.372
O 3.587 5.767 -0.811
*
```



Q: Which of them is the least stable? A: version B.